ORCA calculation (ωB97M-V/def2-TZVPD) on C17H29N5O7 in the gas phase.

Summary:
- Relative energy (zero: lowest compared OMol25 entry of this formula, charge and spin): 13.2 kcal per mole
- SMILES string: COCCOCC(=O)NC[C@@]1(OC)CCN(C(=O)CCCn2c(O)nnc2O)C1
- Kohn-Sham gap: 0.34691 Ha
- HOMO level: -8.900 eV
- Electronic energy: -1465.65705 Eh

Geometry as XYZ:
```
58
Properties=species:S:1:pos:R:3:forces:R:3
C 0.69115 5.21588 0.22726 0.10 -0.07 -0.04
O 1.68563 4.22729 0.04573 -0.06 -0.04 -0.03
C 1.41537 3.38516 -1.05490 0.10 -0.07 0.21
C 2.48098 2.31484 -1.15649 -0.08 0.10 0.07
O 2.53848 1.56043 0.04999 -0.18 -0.18 0.05
C 3.32898 0.38485 -0.09525 -0.08 0.08 -0.05
C 2.58894 -0.76865 -0.77901 0.18 -0.12 0.07
O 3.19175 -1.62761 -1.39955 0.01 0.15 -0.05
N 1.24837 -0.77462 -0.59714 -0.18 -0.04 -0.14
C 0.37029 -1.77406 -1.17397 -0.02 0.06 -0.02
C -0.63772 -1.20095 -2.19140 0.17 0.15 -0.07
O -0.01052 -0.47638 -3.23776 0.07 -0.01 0.09
C 0.93079 -1.19623 -4.02348 -0.06 0.00 0.03
C -1.58910 -2.31202 -2.69632 0.03 -0.14 0.02
C -2.95992 -2.02522 -2.05323 -0.02 0.02 -0.16
N -2.67270 -1.05030 -1.00466 0.14 -0.02 0.11
C -2.86811 -1.38553 0.30592 -0.17 -0.07 0.17
O -3.55348 -2.34083 0.63007 0.05 0.08 -0.01
C -2.20022 -0.50085 1.34816 0.00 -0.14 0.04
C -2.52393 -0.92908 2.77651 0.00 0.01 -0.12
C -1.66593 -0.19355 3.80171 -0.08 -0.02 -0.12
N -0.24872 -0.46149 3.59691 0.13 0.06 0.09
C 0.65588 0.23434 2.84323 0.05 0.03 -0.07
O 0.27202 1.36494 2.22433 0.05 -0.18 0.06
N 1.81426 -0.33924 2.80520 -0.15 0.07 0.03
N 1.70436 -1.49994 3.58383 -0.13 0.02 0.00
C 0.48924 -1.53160 4.01773 0.02 -0.08 0.01
O -0.07618 -2.46848 4.79911 0.05 0.23 -0.15
C -1.59470 -0.21291 -1.50524 -0.10 0.02 -0.07
H 0.97794 5.82082 1.08492 0.04 -0.04 -0.01
H 0.60888 5.86439 -0.65162 0.00 0.00 -0.03
H -0.28786 4.76616 0.42457 -0.02 -0.04 -0.02
H 0.42815 2.91800 -0.94272 -0.06 -0.04 0.04
H 1.40306 3.96305 -1.98787 0.01 -0.03 -0.05
H 2.23505 1.66330 -2.00403 -0.03 0.00 0.00
H 3.45830 2.77127 -1.34380 0.02 0.01 0.04
H 4.23253 0.59383 -0.67268 -0.03 -0.04 -0.04
H 3.62219 0.05507 0.90296 -0.14 0.04 -0.01
H 0.88383 -0.07713 0.03092 -0.04 0.03 -0.06
H 0.99427 -2.53618 -1.64065 0.05 0.08 -0.02
H -0.19312 -2.28639 -0.38687 -0.03 0.05 0.02
H 1.21026 -0.54516 -4.84973 -0.05 0.03 0.03
H 1.83015 -1.45248 -3.46230 0.02 -0.03 0.08
H 0.49355 -2.10967 -4.43877 -0.01 -0.01 0.02
H -1.65923 -2.28115 -3.78294 0.07 0.03 0.01
H -1.22605 -3.30175 -2.41575 0.01 -0.01 0.01
H -3.63082 -1.57284 -2.78710 -0.03 0.00 0.05
H -3.44892 -2.90160 -1.63612 0.06 0.08 0.07
H -1.12099 -0.57413 1.18821 0.00 0.03 0.00
H -2.46508 0.54567 1.17977 0.01 0.01 -0.01
H -3.57829 -0.75242 2.99366 0.00 0.01 0.01
H -2.36469 -2.00314 2.87979 -0.01 0.00 -0.02
H -1.80127 0.88659 3.73499 0.02 -0.01 0.00
H -1.92515 -0.50458 4.81338 0.04 0.00 -0.03
H 1.02655 1.69536 1.70908 0.25 0.08 -0.08
H 0.60706 -3.12736 4.97700 0.02 -0.04 0.02
H -1.13041 0.39794 -0.73627 0.00 -0.05 0.06
H -1.98519 0.46635 -2.26730 0.01 -0.01 -0.03
```
Positions in Å, forces in eV/Å.

Atom charges from the Mulliken analysis, given in e for atoms 1 to 8: atom 1 (C): -0.759, atom 2 (O): -0.343, atom 3 (C): -0.410, atom 4 (C): -0.456, atom 5 (O): -0.297, atom 6 (C): -0.940, atom 7 (C): 0.856, atom 8 (O): -0.689


ORCA calculation (ωB97M-V/def2-TZVPD) on a molecular structure, C17H29NO5S at a distorted geometry.

Summary:
- Relative energy (zero: lowest compared OMol25 entry of this formula, charge and spin): 88.3 kcal per mole
- Kohn-Sham gap: 0.32420 Ha
- HOMO level: -8.304 eV
- Electronic energy: -1494.18053 Eh

Geometry as XYZ:
```
53
Properties=species:S:1:pos:R:3:forces:R:3
C 1.94335 -4.62641 1.92848 0.20 -0.23 0.60
C 1.50491 -3.58093 1.24383 0.19 0.30 -0.33
C 2.36863 -2.33121 1.20911 -2.22 0.22 0.44
C 1.83835 -1.16180 0.36844 1.21 0.61 -0.29
C 1.86058 -1.31132 -1.16660 -0.75 0.10 0.08
C 1.05762 -2.51655 -1.69266 0.98 -0.13 -0.08
C 1.43015 0.00555 -1.86404 0.10 -0.78 -0.28
C -0.05930 0.08372 -2.24431 -0.05 0.95 0.51
C -0.60439 1.54196 -2.11355 -0.10 -1.02 -0.12
O 2.93054 -0.15384 0.55534 -0.02 0.12 0.81
S 2.61645 0.80662 1.78076 -1.55 -0.31 -0.36
O 2.45628 2.09414 1.23318 -0.10 1.13 -0.46
O 3.40803 0.62380 2.91925 1.27 -0.49 0.86
O 1.17158 0.19550 2.17244 0.65 -0.36 -0.41
C 0.66579 -0.38505 0.95105 -1.05 0.28 0.31
C -0.64999 -1.11774 1.18917 0.52 0.66 1.28
O -0.55011 -1.83948 2.39569 -0.07 -0.27 -0.42
C -1.79307 -2.29876 2.88628 -0.39 -1.07 0.28
C -2.64099 -3.04947 1.84893 0.58 0.79 -0.33
H 2.38527 -4.42175 2.89969 1.32 -0.26 -0.48
H 1.92670 -5.63048 1.53136 -1.24 -0.39 0.70
H 0.56564 -3.66544 0.71600 0.52 -0.15 -1.15
H 2.44076 -1.96907 2.23782 0.46 0.04 -0.01
H 3.33850 -2.59755 0.80521 0.13 0.06 0.10
H 2.90866 -1.47615 -1.41486 0.07 -0.06 0.10
H 1.69715 -3.39826 -1.65606 -0.16 -0.18 0.21
H 0.15989 -2.72692 -1.12556 -0.21 0.04 -0.21
H 0.83421 -2.37861 -2.74700 -0.25 0.10 -0.03
H 1.73882 0.86514 -1.27680 0.00 0.05 0.11
H 2.02448 0.05140 -2.77872 -0.05 0.15 -0.08
H -0.69226 -0.53117 -1.60559 0.20 -0.28 0.05
H -0.19460 -0.28782 -3.25636 -0.09 -0.02 -0.06
H -0.95499 1.87238 -3.08750 0.14 0.49 0.08
H -1.45914 1.55151 -1.43730 -0.09 0.11 -0.03
H 0.15014 2.19029 -1.67748 -0.01 0.29 -0.29
H 0.37845 0.50746 0.39110 0.34 -0.37 -0.84
H -0.85968 -1.73610 0.31622 -0.24 -0.01 0.02
H -1.41579 -0.34613 1.33423 -0.17 -0.07 -0.37
H -2.37206 -1.50451 3.36956 0.11 0.26 -0.20
H -1.55273 -3.01931 3.66674 0.24 0.14 0.14
H -1.96521 -3.54025 1.14775 -0.02 -0.32 0.09
H -3.20958 -2.33353 1.25637 -0.31 -0.15 -0.02
H -3.29109 -3.79119 2.30010 -0.12 0.06 0.07
N -3.23873 5.40027 -1.44411 0.02 0.03 0.02
C -2.28372 4.77879 -0.68584 -0.05 -0.07 -0.01
C -1.11164 5.46994 -0.83439 0.03 -0.03 0.03
C -1.37049 6.55540 -1.71401 -0.02 0.03 -0.02
C -2.69074 6.48657 -2.07057 -0.04 -0.01 -0.04
H -4.19415 5.10506 -1.52784 0.04 0.02 0.01
H -2.52096 3.90083 -0.10922 0.03 0.01 0.01
H -0.17305 5.22617 -0.36438 -0.01 0.00 0.00
H -0.66737 7.30110 -2.04576 -0.01 0.00 0.01
H -3.28507 7.11320 -2.71356 0.02 0.00 0.00
```
Positions in Å, forces in eV/Å.

Atom charges from the Mulliken analysis, given in e for atoms 1 to 8: atom 1 (C): -1.076, atom 2 (C): 0.011, atom 3 (C): -1.245, atom 4 (C): 0.519, atom 5 (C): 0.519, atom 6 (C): -1.838, atom 7 (C): -1.456, atom 8 (C): 0.011


ORCA calculation (ωB97M-V/def2-TZVPD) on 2 unconnected molecules or ions with the total composition C17H29O2Si at a distorted geometry.

Summary:
- Relative energy (zero: lowest compared OMol25 entry of this formula, charge and spin): 0.0 kcal per mole
- Kohn-Sham gap: 0.18876 Ha
- HOMO level: -10.730 eV
- Net charge: +1
- Electronic energy: -1104.90797 Eh

Geometry as XYZ:
```
49
Properties=species:S:1:pos:R:3:forces:R:3
C -3.43770 2.06873 1.24768 0.14 0.96 -0.14
O -3.31970 0.65518 1.49877 0.79 -0.84 1.35
C -2.63363 0.22201 2.51413 -0.92 -0.20 -0.83
C -2.64088 -1.15985 2.84166 -0.05 0.01 -0.19
C -1.86589 -1.56875 3.95408 -0.14 0.02 -0.24
C -1.81863 -2.91007 4.30199 0.02 -0.02 0.05
C -2.54600 -3.85274 3.55682 0.09 0.53 -0.02
C -3.33174 -3.45023 2.46278 -0.16 0.20 -0.22
C -3.39432 -2.11311 2.09374 0.31 -0.01 0.34
H -4.10374 2.15189 0.38715 0.18 0.00 0.21
H -3.86771 2.58584 2.11561 0.05 -0.32 -0.21
H -2.45392 2.49844 1.01429 -0.26 -0.26 0.00
H -2.07995 0.93901 3.13646 -0.15 -0.10 -0.28
H -1.32799 -0.79465 4.50352 -0.01 -0.39 0.00
H -1.21657 -3.22854 5.15342 -0.20 0.07 -0.26
H -2.50282 -4.90753 3.83145 -0.02 0.31 -0.08
H -3.89930 -4.19413 1.89773 0.22 0.28 0.23
H -4.00165 -1.76580 1.25750 0.18 -0.24 0.21
C -0.84251 1.40022 -3.46693 -0.21 0.07 -0.36
C 0.36039 1.60725 -2.56194 0.13 -0.72 0.30
C 1.49039 2.26791 -3.34015 0.10 0.21 -0.15
C -0.05047 2.47214 -1.38035 -0.03 0.53 0.32
C 0.79000 0.24950 -1.97805 -0.72 -0.83 0.70
C -0.08929 -0.60334 -1.38226 0.87 0.72 -0.65
O 2.11630 -0.01489 -2.04654 0.14 -0.05 0.50
Si 3.17553 -0.37811 -0.74744 -0.62 0.47 -1.07
C 3.70363 -2.14401 -0.93665 0.13 -0.20 0.18
C 4.59616 0.80109 -0.99865 0.17 -0.02 0.18
C 2.26026 -0.05057 0.84410 0.00 -0.07 0.43
H -1.67565 0.95156 -2.91638 0.08 0.08 -0.19
H -1.17084 2.36582 -3.86975 -0.01 -0.15 0.02
H -0.58148 0.74469 -4.30597 -0.14 0.10 0.14
H 2.36435 2.47073 -2.70881 -0.18 -0.13 -0.18
H 1.79448 1.64453 -4.18927 0.04 0.13 0.22
H 1.13535 3.22759 -3.73790 0.06 -0.16 0.06
H 0.78955 2.62379 -0.68928 -0.16 0.00 -0.10
H -0.38812 3.45474 -1.73081 0.06 -0.06 0.08
H -0.87276 2.00078 -0.82813 0.13 0.07 -0.08
H 0.24362 -1.57221 -1.00458 -0.17 0.34 -0.08
H -1.14170 -0.32931 -1.32527 0.26 -0.26 -0.03
H 4.37515 -2.40747 -0.10746 -0.08 -0.07 -0.19
H 2.85304 -2.83628 -0.92027 0.13 0.14 0.02
H 4.24650 -2.29973 -1.87779 -0.11 0.08 0.20
H 5.31775 0.68607 -0.17743 -0.05 0.08 -0.20
H 5.12022 0.59569 -1.94198 -0.14 0.01 0.21
H 4.27000 1.84964 -1.01697 0.02 -0.25 0.04
H 2.96386 -0.19302 1.67699 -0.15 0.05 -0.09
H 1.87335 0.97672 0.90593 0.14 -0.22 -0.10
H 1.41511 -0.73723 0.99119 0.26 0.15 -0.06
```
Positions in Å, forces in eV/Å.

Atom charges from the Mulliken analysis, given in e for atoms 1 to 8: atom 1 (C): -0.703, atom 2 (O): -0.239, atom 3 (C): -0.029, atom 4 (C): 0.906, atom 5 (C): -0.448, atom 6 (C): -0.650, atom 7 (C): -0.294, atom 8 (C): -0.578


ORCA calculation (ωB97M-V/def2-TZVPD) on a molecular structure, C17H30AlBeCl6CsF2N4O11P at a distorted geometry.

Summary:
- Kohn-Sham gap: 0.02952 Ha
- HOMO level: -3.683 eV
- Net charge: -1
- Electronic energy: -5291.29167 Eh

Geometry as XYZ:
```
74
Properties=species:S:1:pos:R:3:forces:R:3
C -0.31505 -0.39921 6.18745 0.55 -0.06 -0.67
C -1.12477 -1.13459 5.07861 0.10 0.11 0.47
C -0.31822 -2.29246 4.44364 -1.15 0.01 0.30
C -1.80141 -0.17679 4.06090 0.72 -0.59 0.44
C -0.90553 0.33143 2.92290 -0.01 0.01 -0.29
C 0.48966 0.85164 3.35192 -0.82 0.63 -0.12
C -0.82702 -0.69579 1.75022 -0.02 1.09 0.17
O 0.55885 -0.78228 1.33034 -0.15 -0.47 0.16
N 0.66942 -1.28551 0.03671 -0.49 0.42 -1.06
C -0.06377 -2.37976 -0.37063 1.10 -1.20 0.53
N 0.44175 -3.67604 -0.16540 0.10 0.31 -0.17
N -1.20725 -2.30213 -0.98504 -1.07 0.74 2.14
C 1.58919 -0.72702 -0.86521 0.27 0.21 -0.34
C 1.37306 -0.74392 -2.24187 -0.16 -0.12 -0.04
C 2.35872 -0.20472 -3.05739 -0.24 -0.32 0.29
C 3.48572 0.31590 -2.45481 1.01 0.46 -0.94
N 3.71303 0.38411 -1.14624 -0.56 -0.29 -0.31
C 2.76197 -0.13912 -0.39600 0.04 -0.10 1.49
H -0.43575 -0.88842 7.17194 -0.04 0.36 -0.46
H -0.59058 0.66170 6.22265 -0.14 -0.26 0.33
H 0.76462 -0.41233 5.95942 -0.22 -0.03 0.08
H -1.94731 -1.62470 5.62070 0.03 0.13 -0.30
H -1.04362 -2.89814 3.87257 0.34 0.03 -0.03
H 0.01857 -2.94152 5.26041 0.35 0.13 -0.29
H 0.49058 -1.96298 3.78171 0.06 -0.15 0.29
H -2.68649 -0.68717 3.66298 0.16 0.20 -0.09
H -2.18915 0.66978 4.63197 0.03 -0.09 -0.27
H -1.41493 1.20204 2.48537 0.06 -0.17 0.17
H 1.19269 0.07469 3.65173 -0.04 0.18 -0.07
H 0.87738 1.48271 2.54152 0.30 -0.38 0.15
H 0.31606 1.54410 4.18489 0.17 -0.30 -0.01
H -1.37108 -0.28025 0.88641 -0.12 -0.22 0.27
H -1.21445 -1.67851 2.05241 0.17 0.11 -0.19
H 0.91216 -3.69823 0.74119 0.03 0.17 -0.07
H 1.19147 -3.83058 -0.84455 -0.27 -0.34 -0.15
H -1.66943 -1.39457 -0.84879 0.10 0.10 -0.83
H -1.83588 -3.07053 -0.74368 0.18 -0.33 -0.90
H 0.46539 -1.16093 -2.67319 0.11 0.11 0.06
H 2.25882 -0.19286 -4.13783 -0.03 0.02 0.15
H 4.26172 0.71153 -3.11785 -0.35 -0.28 0.77
H 2.90345 -0.10722 0.68661 0.03 0.06 -0.24
C 3.41572 2.12504 -6.24453 -0.28 0.38 -0.15
Cl 3.35127 0.63827 -7.21284 -2.01 0.65 -0.68
Cl 1.82942 2.48722 -5.58275 0.01 -0.16 -0.24
Cl 4.61070 1.98926 -4.94753 -0.77 1.86 0.43
H 3.72025 2.94158 -6.89525 0.23 -0.14 -0.06
F -4.37450 0.38776 4.67690 -1.86 0.09 0.58
O -5.29454 -3.86206 7.23608 -0.05 0.10 0.06
Cl -4.83350 -2.69731 6.54210 0.06 -0.43 -0.27
O -3.99485 -3.08217 5.43753 0.06 0.10 -0.01
O -4.07582 -1.84823 7.45320 0.30 0.09 0.17
O -5.97200 -1.93798 6.04957 -0.14 0.30 -0.08
Be -1.97967 -2.54620 8.26759 -0.30 -0.11 0.05
O 8.14519 3.36183 -8.82783 0.29 0.44 0.29
P 7.11321 2.84939 -7.82741 -0.38 -1.14 -0.61
O 7.57145 3.22835 -6.41877 0.01 0.47 -0.16
O 6.96135 1.33269 -7.93761 0.63 0.85 -0.98
O 5.77507 3.53121 -8.12306 -0.14 0.34 0.48
Cs 5.92025 -0.11124 -6.34487 2.51 -3.33 0.84
Al -6.07748 0.51211 5.15827 1.20 1.11 -1.60
O -2.93408 0.20143 -2.40234 -0.51 -0.07 -0.54
C -3.07292 -0.63027 -3.32281 4.12 -2.02 2.97
C -4.39120 -0.08940 -4.39066 -3.96 2.03 -2.85
O -4.51084 -0.94952 -5.28109 0.63 -0.06 0.69
H -3.36216 -1.66432 -3.04878 -1.19 0.28 -0.09
H -2.22389 -0.77827 -4.01802 -0.44 0.91 -0.75
H -4.07187 0.93114 -4.67315 1.11 -0.33 0.01
H -5.22851 0.07067 -3.68673 0.36 -0.89 0.65
F -6.63174 2.42106 3.45512 0.33 -1.36 1.16
C 0.92495 5.48767 -3.08642 0.03 0.10 0.03
Cl -0.56528 4.93987 -3.86509 -0.03 0.04 -0.02
Cl 2.03693 4.14437 -2.80153 0.09 0.15 0.32
H 1.41074 6.21144 -3.73113 0.00 -0.10 -0.07
H 0.67577 5.94326 -2.13486 -0.05 -0.11 0.01
```
Positions in Å, forces in eV/Å.

Atom charges from the Mulliken analysis, given in e for atoms 1 to 8: atom 1 (C): -1.192, atom 2 (C): 2.176, atom 3 (C): -1.365, atom 4 (C): -1.730, atom 5 (C): 0.666, atom 6 (C): -1.703, atom 7 (C): -0.570, atom 8 (O): -0.109